Arrangement P

Computed, not measured: 2 unconnected molecules or ions with the total composition CH4O4, with ωB97M-V with the def2-TZVPD basis set.

XYZ file:
```
9
CH4O4, DFT ωB97M-V with the def2-TZVPD basis set
C 0.019 -0.178 -0.473
O 0.414 0.559 1.528
O 0.350 -1.411 -0.306
O -1.256 0.164 -0.577
O 0.907 0.647 -0.999
H -0.511 0.493 1.725
H -0.480 -1.856 -0.066
H -1.188 1.208 -0.344
H 1.744 0.374 -0.488
```

Properties
M: 80.04 g/mol

---

Arrangement Q

Computed, not measured: a single CH4O4 molecule, with ωB97M-V with the def2-TZVPD basis set.

XYZ file:
```
9
CH4O4, DFT ωB97M-V with the def2-TZVPD basis set
O 0.410 2.023 0.261
C 0.501 0.654 0.324
O -0.530 0.096 -0.496
O -0.989 -1.123 -0.019
O -0.200 -2.168 -0.493
H -0.484 2.299 0.503
H 1.487 0.378 -0.069
H 0.377 0.256 1.346
H -0.571 -2.415 -1.357
```

Properties
M: 80.04 g/mol

---

Need the numbers? Relative energies in hartree: arrangement P 0.0000; arrangement Q 0.1157.

---

Arrangement P

Computed, not measured: a single C4H7NSi molecule, with ωB97M-V with the def2-TZVPD basis set.

XYZ file:
```
13
C4H7NSi, DFT ωB97M-V with the def2-TZVPD basis set
C -3.590 -0.296 0.307
C -2.557 0.105 -0.149
C -1.304 0.537 -0.381
C -0.150 -0.697 0.245
Si 1.657 -0.425 -0.357
N 2.545 0.959 0.292
H -4.619 -0.405 0.535
H -0.982 1.557 -0.764
H -0.693 -1.618 0.517
H 1.791 -0.478 -1.819
H 2.333 -1.753 0.092
H 1.977 1.570 0.853
H 3.591 0.946 0.629
```

Properties
M: 97.19 g/mol

---

Arrangement Q

Computed, not measured: a single C4H7NSi molecule, with ωB97M-V with the def2-TZVPD basis set.

XYZ file:
```
13
C4H7NSi, DFT ωB97M-V with the def2-TZVPD basis set
C 2.352 -1.253 -2.393
C 1.736 -1.298 -1.349
C 0.978 -1.150 -0.220
C -0.121 -0.376 -0.205
Si -1.037 0.270 1.280
N -1.505 1.831 0.681
H 2.799 -1.488 -3.338
H 1.386 -1.779 0.637
H -0.153 0.319 -1.093
H -0.164 0.816 2.299
H -2.260 -0.331 1.945
H -2.483 1.918 0.268
H -1.529 2.520 1.489
```

Properties
M: 97.19 g/mol

---

Need the numbers? Relative energies in hartree: arrangement P 0.0968; arrangement Q 0.0000.

---

Arrangement P

Computed, not measured: a molecular structure, CH4N2O3S, with ωB97M-V with the def2-TZVPD basis set.

XYZ file:
```
11
CH4N2O3S, DFT ωB97M-V with the def2-TZVPD basis set
C -1.537 -1.441 0.083
N -0.499 -1.683 0.566
N 0.689 1.022 -1.428
O -2.309 -0.727 -0.422
O 1.263 0.533 1.133
O -0.612 2.221 0.431
S -0.164 0.934 0.037
H -0.075 -2.450 1.144
H 0.899 -0.423 1.826
H 0.989 0.193 -1.739
H 1.356 1.821 -1.630
```

Properties
M: 124.12 g/mol

---

Arrangement Q

Computed, not measured: a molecular structure, CH4N2O3S, with ωB97M-V with the def2-TZVPD basis set.

XYZ file:
```
11
CH4N2O3S, DFT ωB97M-V with the def2-TZVPD basis set
C 0.109 -0.690 0.453
N 0.926 -1.712 0.527
N 0.492 0.466 0.123
O -2.092 0.719 0.189
O -0.850 1.214 -1.898
O -0.728 2.845 -0.158
S -1.065 1.455 -0.513
H -0.943 -0.759 0.686
H 0.534 -2.636 0.692
H 1.967 -1.451 0.438
H 1.650 0.548 -0.538
```

Properties
M: 124.12 g/mol

---

Need the numbers? Relative energies in hartree: arrangement P 0.0388; arrangement Q 0.0000.

---

Arrangement P

Computed, not measured: 2 unconnected molecules or ions with the total composition C5H8O4, with ωB97M-V with the def2-TZVPD basis set.

XYZ file:
```
17
C5H8O4, DFT ωB97M-V with the def2-TZVPD basis set
C -1.668 -2.260 -1.006
C -0.210 -2.170 -1.605
O -0.063 -2.830 -2.669
O 0.576 -1.417 -1.011
H -2.191 -2.947 -1.679
H -2.124 -1.276 -1.107
H -1.699 -2.710 -0.017
C 1.035 1.182 0.763
C 2.091 1.778 1.718
C -0.391 1.749 1.136
O -0.631 1.878 2.364
O -1.118 2.042 0.166
H 1.220 1.714 -0.175
H 1.180 0.115 0.644
H 3.075 1.373 1.426
H 1.958 1.509 2.763
H 2.140 2.868 1.626
```

Properties
M: 132.12 g/mol
Total charge: -2

---

Arrangement Q

Computed, not measured: 2 unconnected molecules or ions with the total composition C5H8O4, with ωB97M-V with the def2-TZVPD basis set.

XYZ file:
```
17
C5H8O4, DFT ωB97M-V with the def2-TZVPD basis set
C -1.148 -1.095 2.487
C -2.303 -0.920 1.603
C -0.296 0.259 2.653
O 0.654 -0.226 3.247
O -0.669 1.354 2.315
H -1.359 -1.272 3.491
H -0.567 -1.837 2.141
H -3.112 -0.419 2.143
H -2.787 -1.825 1.149
H -1.956 -0.280 0.883
C 2.037 -0.520 -2.558
C 0.928 0.389 -3.037
O 1.222 1.410 -3.658
O -0.224 -0.112 -3.118
H 2.029 -1.381 -3.159
H 1.476 -0.719 -1.599
H 3.109 -0.345 -2.220
```

Properties
M: 132.12 g/mol
Total charge: -2

---

Need the numbers? Relative energies in hartree: arrangement P 0.0000; arrangement Q 0.0498.

---

Arrangement P

Computed, not measured: a single C9H13NO2 molecule, with ωB97M-V with the def2-TZVPD basis set.

XYZ file:
```
25
C9H13NO2, DFT ωB97M-V with the def2-TZVPD basis set
O -1.077 2.760 -0.795
C -1.164 1.585 -0.442
C -2.507 0.735 -0.082
C -2.367 -0.552 0.727
C -1.271 -1.249 0.091
C 0.101 -0.615 0.163
C 1.130 -1.189 -0.767
C 2.643 -0.615 -0.309
C 2.457 0.777 0.445
C 1.163 1.536 0.120
O 1.075 2.737 0.526
N 0.095 0.768 -0.240
H -3.025 1.594 0.374
H -3.035 0.356 -0.947
H -3.366 -1.026 0.353
H -2.413 -0.549 1.791
H -1.634 -1.548 -1.021
H -1.065 -2.243 0.577
H 0.371 -0.437 1.220
H 0.585 -0.752 -1.869
H 1.083 -2.387 -0.844
H 2.955 -0.378 -1.296
H 3.392 -1.416 0.202
H 3.406 1.467 0.480
H 2.466 0.639 1.543
```

Properties
M: 167.21 g/mol

---

Arrangement Q

Computed, not measured: 2 unconnected molecules or ions with the total composition C9H13NO2, with ωB97M-V with the def2-TZVPD basis set.

XYZ file:
```
25
C9H13NO2, DFT ωB97M-V with the def2-TZVPD basis set
C -1.131 2.942 -0.442
C -0.452 2.078 0.587
C 0.798 2.514 1.029
C 1.561 1.743 1.888
C 1.027 0.550 2.338
O 1.756 -0.325 3.110
C -0.271 0.144 2.040
C -0.916 0.864 1.049
H -0.780 2.707 -1.460
H -0.897 3.985 -0.342
H -2.202 2.738 -0.505
H 1.159 3.471 0.676
H 2.518 2.128 2.219
H 2.570 0.068 3.390
H -0.556 -0.704 2.643
H -1.839 0.429 0.664
C -1.388 -2.719 -2.224
C 0.000 -2.611 -1.668
N 1.014 -3.299 -2.263
O 0.211 -2.046 -0.609
H -1.690 -3.676 -2.633
H -1.512 -1.945 -2.993
H -2.000 -2.312 -1.429
H 1.883 -3.483 -1.801
H 1.137 -3.242 -3.262
```

Properties
M: 167.21 g/mol

---

Need the numbers? Relative energies in hartree: arrangement P 0.1083; arrangement Q 0.0000.

---

Arrangement P

Computed, not measured: 2 unconnected molecules or ions with the total composition C2H3ClS, with ωB97M-V with the def2-TZVPD basis set.

XYZ file:
```
7
C2H3ClS, DFT ωB97M-V with the def2-TZVPD basis set
C -0.472 1.323 0.895
C -1.113 0.128 0.407
S -1.448 1.454 -0.643
Cl 1.577 -2.610 -1.333
H -0.783 1.933 1.737
H 0.622 1.583 0.782
H 1.616 -3.810 -1.845
```

Properties
M: 94.57 g/mol

---

Arrangement Q

Computed, not measured: a single C2H3ClS molecule, with ωB97M-V with the def2-TZVPD basis set.

XYZ file:
```
7
C2H3ClS, DFT ωB97M-V with the def2-TZVPD basis set
Cl -2.588 -0.109 0.099
C -1.025 0.222 -0.483
C 0.127 0.243 0.410
S -0.207 1.955 -0.022
H -0.801 0.031 -1.464
H -0.017 -0.119 1.466
H 1.183 -0.071 0.239
```

Properties
M: 94.57 g/mol

---

Arrangement R

Computed, not measured: 2 unconnected molecules or ions with the total composition C2H3ClS, with ωB97M-V with the def2-TZVPD basis set.

XYZ file:
```
7
C2H3ClS, DFT ωB97M-V with the def2-TZVPD basis set
C -1.971 -1.233 -0.083
C 1.055 0.055 -0.020
S -2.695 0.070 0.059
Cl -0.111 1.418 0.017
H 1.975 0.469 -0.694
H 0.353 -0.733 -0.263
H 1.393 -0.044 0.984
```

Properties
M: 94.57 g/mol

---

Need the numbers? Relative energies in hartree: arrangement P 0.0856; arrangement Q 0.0000; arrangement R 0.0650.

---

Arrangement P

Computed, not measured: a single C3H3OP molecule, with ωB97M-V with the def2-TZVPD basis set.

XYZ file:
```
8
C3H3OP, DFT ωB97M-V with the def2-TZVPD basis set
C 0.066 -1.223 0.784
C 0.052 0.364 0.622
C -0.361 0.603 -0.911
O 0.441 1.184 1.393
P 0.311 -1.223 -0.901
H 0.328 -1.954 1.586
H -1.284 0.939 -1.099
H 0.447 1.310 -1.474
```

Properties
M: 86.03 g/mol
2S+1: 3

---

Arrangement Q

Computed, not measured: a single C3H3OP molecule, with ωB97M-V with the def2-TZVPD basis set.

XYZ file:
```
8
C3H3OP, DFT ωB97M-V with the def2-TZVPD basis set
C 1.298 0.681 0.603
C 1.092 0.426 -0.652
C -0.007 0.210 1.096
O -1.690 -0.759 -0.674
P -1.453 -0.539 0.966
H 2.115 0.807 1.164
H 0.751 0.699 -1.596
H -2.107 -1.525 -0.908
```

Properties
M: 86.03 g/mol
2S+1: 3

---

Need the numbers? Relative energies in hartree: arrangement P 0.0000; arrangement Q 0.0622.

---

Arrangement P

Computed, not measured: 3 unconnected molecules or ions with the total composition C9H24O9S3, with ωB97M-V with the def2-TZVPD basis set.

XYZ file:
```
45
C9H24O9S3, DFT ωB97M-V with the def2-TZVPD basis set
C -15.380 -9.625 11.710
C -16.038 -8.761 10.654
O -16.855 -9.546 9.769
S -16.156 -10.083 8.445
C -17.273 -11.371 8.059
O -16.264 -9.080 7.439
O -14.875 -10.602 8.774
H -14.958 -10.508 11.232
H -16.171 -9.994 12.368
H -14.618 -9.095 12.271
H -16.705 -8.045 11.137
H -15.326 -8.153 10.090
H -17.378 -12.038 8.912
H -16.797 -11.920 7.250
H -18.226 -10.925 7.800
C -22.201 -10.422 6.987
C -21.942 -11.789 7.539
O -22.091 -12.775 6.494
S -20.997 -13.911 6.420
C -21.354 -14.856 7.853
O -21.313 -14.666 5.260
O -19.706 -13.333 6.583
H -21.447 -10.160 6.236
H -22.075 -9.659 7.757
H -23.147 -10.311 6.458
H -20.920 -11.827 7.922
H -22.600 -12.039 8.377
H -22.425 -14.873 8.011
H -20.813 -14.387 8.673
H -20.943 -15.847 7.678
C -19.412 -8.079 7.094
C -19.469 -7.732 8.568
O -20.083 -6.471 8.841
S -19.188 -5.177 8.751
C -18.535 -5.128 10.386
O -18.133 -5.404 7.827
O -20.085 -4.109 8.561
H -18.576 -7.554 6.638
H -20.332 -7.722 6.624
H -19.282 -9.136 6.873
H -20.013 -8.477 9.161
H -18.469 -7.855 9.005
H -18.188 -4.124 10.604
H -17.728 -5.855 10.420
H -19.343 -5.434 11.045
```

Properties
M: 372.48 g/mol

---

Arrangement Q

Computed, not measured: 3 unconnected molecules or ions with the total composition C9H24O9S3, with ωB97M-V with the def2-TZVPD basis set.

XYZ file:
```
45
C9H24O9S3, DFT ωB97M-V with the def2-TZVPD basis set
C -0.968 2.396 -6.357
C 0.379 1.979 -5.763
O 0.319 2.162 -4.363
S 1.669 2.784 -3.654
C 2.803 1.287 -3.717
O 2.224 3.904 -4.460
O 1.124 3.018 -2.297
H -1.686 1.685 -5.948
H -0.982 2.348 -7.446
H -1.327 3.358 -5.992
H 0.584 0.915 -5.885
H 1.124 2.564 -6.302
H 3.057 0.857 -4.686
H 2.321 0.434 -3.241
H 3.736 1.523 -3.205
C -1.473 -2.449 -1.344
C -0.569 -3.733 -1.558
O -0.289 -4.105 -2.927
S 1.033 -5.074 -3.098
C 0.737 -5.691 -4.766
O 2.202 -4.240 -3.159
O 0.851 -6.195 -2.184
H -1.969 -2.403 -0.374
H -2.158 -2.465 -2.191
H -0.799 -1.596 -1.428
H 0.342 -3.645 -0.965
H -1.071 -4.631 -1.199
H 0.789 -4.791 -5.379
H -0.216 -6.203 -4.637
H 1.519 -6.422 -4.970
C -1.869 2.350 9.540
C -1.713 1.310 8.426
O -0.587 1.534 7.668
S -0.589 2.847 6.753
C 0.602 2.121 5.551
O -1.898 3.082 6.142
O 0.003 3.924 7.498
H -0.931 2.906 9.580
H -2.190 1.939 10.497
H -2.647 2.983 9.114
H -1.574 0.390 8.993
H -2.509 1.128 7.704
H 0.188 1.298 4.968
H 1.408 1.725 6.169
H 1.000 2.893 4.892
```

Properties
M: 372.48 g/mol

---

Need the numbers? Relative energies in hartree: arrangement P 0.0000; arrangement Q 0.0653.